(1)
{
  "formula": "C28H26Br2N5NbOSeSi",
  "method": "the ωB97M-V functional and the def2-TZVPD basis",
  "charge": 4,
  "orbital_gap_ev": [4.522, 4.547],
  "e_above_lowest_kcal_mol": 19.1,
  "lumo_ev": [-14.75, -14.73],
  "elements": ["Nb", "Br", "C", "Br", "H", "H", "Se", "N", "C", "C", "C", "C", "C", "N", "C", "C", "N", "C", "C", "C", "C", "C", "N", "H", "H", "H", "H", "H", "H", "C", "Si", "C", "C", "N", "C", "C", "C", "C", "C", "C", "O", "C", "C", "C", "C", "C", "C", "H", "H", "H", "H", "H", "H", "H", "H", "H", "H", "H", "H", "H", "H", "H", "H", "H", "H"],
  "coordinates": [[13.6911, 9.4223, 9.6249], [17.9142, 8.3332, 10.5445], [17.5574, 7.7260, 8.7742], [15.5121, 8.3641, 8.1679], [17.4852, 6.6591, 8.5666], [18.1259, 8.2856, 8.0310], [6.1694, 8.8434, 8.5152], [7.3163, 10.0917, 9.0536], [8.5101, 9.5816, 9.2126], [9.6797, 10.3952, 9.4685], [9.5581, 11.7635, 9.5939], [10.7080, 12.5536, 9.3048], [11.8926, 11.9931, 8.9403], [12.1042, 10.6240, 9.0422], [10.9411, 9.8161, 9.1923], [11.0667, 8.3974, 9.0777], [12.3110, 7.7844, 9.3614], [12.4728, 6.3822, 9.1921], [11.4027, 5.5569, 8.8595], [10.1434, 6.1575, 8.7408], [9.9172, 7.5597, 8.9110], [8.6355, 8.1748, 8.9229], [7.4846, 7.5900, 8.5400], [8.5788, 12.2252, 9.8087], [10.6044, 13.6103, 9.1270], [12.8172, 12.5377, 8.6671], [13.4850, 5.9854, 9.4623], [11.5141, 4.4837, 8.7281], [9.2986, 5.4981, 8.4336], [14.7664, 6.7064, 11.9501], [14.0642, 8.2791, 12.7641], [12.3214, 7.7563, 13.3577], [15.2114, 8.6109, 14.2409], [14.1872, 9.5642, 11.5400], [14.5995, 10.8837, 11.8231], [14.0830, 11.4723, 12.9909], [14.6596, 12.6700, 13.4370], [15.4305, 13.4862, 12.5979], [15.7406, 13.0045, 11.3120], [15.3637, 11.7199, 10.9257], [15.4193, 11.2681, 9.5949], [16.5141, 11.7591, 8.8361], [17.8173, 11.4823, 9.2044], [18.8960, 11.8314, 8.4221], [18.6223, 12.4530, 7.1914], [17.3338, 12.7102, 6.7547], [16.2824, 12.3046, 7.5699], [14.4630, 5.7275, 12.3266], [15.8806, 6.7365, 11.9978], [14.6318, 6.6057, 10.8368], [11.8010, 8.6170, 13.8662], [12.5019, 6.9578, 14.1292], [11.6616, 7.3596, 12.5641], [15.5225, 7.6437, 14.6372], [14.8513, 9.2949, 15.0449], [16.1125, 9.1215, 13.8869], [13.5807, 10.8345, 13.6935], [14.5473, 12.9185, 14.5234], [15.9311, 14.4172, 12.9533], [16.4757, 13.5465, 10.6437], [17.9511, 11.0104, 10.2085], [19.8910, 11.7231, 8.7864], [19.4587, 12.4891, 6.4898], [17.1812, 13.3221, 5.8671], [15.2584, 12.5318, 7.2425]],
  "forces_ev_per_angstrom": [[1.107, -0.100, 2.020], [-0.156, -1.021, -1.170], [0.470, 0.792, 1.011], [0.028, -0.085, -0.150], [-0.248, 0.050, 0.421], [-0.299, 0.127, 0.032], [2.200, -0.653, 0.563], [-0.385, 0.438, 0.125], [-0.469, -0.792, -0.012], [0.264, -0.868, -1.219], [1.133, 1.694, -0.129], [-1.626, 0.043, -0.619], [1.970, -1.413, 0.690], [-1.506, 0.167, 0.051], [0.698, 1.325, 0.582], [-0.218, -2.704, 0.982], [0.282, -0.519, -1.338], [0.313, 1.501, 0.928], [-0.139, 1.300, 0.155], [-0.509, -0.348, -0.616], [1.914, -0.510, 0.206], [-2.650, 0.359, -0.910], [0.621, 0.656, 0.248], [0.589, -0.271, -0.130], [-0.079, 0.324, 0.414], [-0.904, -0.037, 0.195], [-1.175, 0.465, -0.558], [0.148, 0.217, 0.025], [0.461, 0.740, 0.537], [1.209, 0.422, -1.758], [-0.163, -3.269, 2.757], [0.005, 1.171, 0.179], [-0.271, 1.309, -0.490], [0.060, 0.708, -3.785], [-1.273, 0.996, -0.584], [2.342, 0.671, 0.709], [-0.910, -0.207, 1.224], [1.071, -0.448, -0.527], [1.429, 0.315, -0.459], [-1.562, -0.104, 0.074], [-0.539, -0.724, 1.330], [0.828, -0.328, -2.704], [-0.204, -0.612, 2.606], [-1.328, 0.847, -0.742], [1.224, -1.305, -0.395], [0.154, 0.200, 0.717], [-1.358, 0.718, 0.368], [-0.286, 0.317, 0.415], [-0.667, -0.011, 0.294], [-0.103, 0.288, 0.732], [0.341, -0.938, -0.400], [-0.099, 0.696, -0.728], [0.303, 0.113, 0.373], [-0.177, 0.011, 0.131], [-0.087, -0.825, -0.475], [0.184, -0.182, -0.095], [-0.454, 0.015, 0.198], [-0.185, 0.087, -1.247], [-0.759, -0.789, -0.278], [-1.281, -0.397, 0.773], [0.146, 0.588, -0.964], [0.585, -0.335, 0.012], [-0.185, 0.868, 0.243], [-0.169, -0.566, -0.013], [0.341, -0.176, 0.177]]
}

---

(2)
{
  "formula": "C28H26Br4N4O2W",
  "method": "the ωB97M-V functional and the def2-TZVPD basis",
  "charge": 2,
  "orbital_gap_ev": 5.162,
  "lumo_ev": -8.11,
  "elements": ["W", "C", "C", "C", "N", "C", "C", "C", "C", "C", "C", "C", "N", "C", "C", "C", "N", "C", "C", "C", "C", "C", "C", "C", "N", "C", "C", "H", "H", "H", "H", "H", "H", "H", "H", "H", "H", "H", "H", "H", "H", "H", "H", "H", "H", "H", "H", "H", "H", "H", "H", "H", "H", "Br", "C", "C", "Br", "C", "Br", "C", "O", "C", "O", "C", "Br"],
  "coordinates": [[-0.0576, -0.1363, -0.2926], [-1.1575, -0.2390, 3.5006], [-0.2610, 0.9325, 3.0612], [1.1436, 0.5151, 2.6082], [1.3373, 0.3618, 1.1435], [2.6244, 0.0880, 0.7321], [3.6528, -0.1337, 1.6478], [5.0081, -0.3876, 1.4767], [5.7600, -0.4352, 0.3205], [5.2931, -0.2432, -0.9713], [4.0015, -0.0216, -1.4068], [2.7887, 0.0822, -0.7123], [1.6256, 0.2490, -1.3912], [1.6583, 0.5152, -2.8356], [0.3060, 1.0274, -3.2936], [-0.1277, 2.1868, -2.4016], [-0.6731, 1.6550, -1.1374], [-1.7395, 2.3184, -0.6124], [-1.9655, 3.6665, -0.8868], [-3.0017, 4.4947, -0.4865], [-4.1769, 4.1655, 0.1683], [-4.5689, 2.9085, 0.6028], [-3.8397, 1.7327, 0.6522], [-2.5227, 1.4790, 0.2625], [-1.8672, 0.3331, 0.5507], [-2.4943, -0.7141, 1.3741], [-1.5136, -1.2640, 2.4160], [-2.0770, 0.1645, 3.9322], [-0.6458, -0.7636, 4.3099], [-0.1493, 1.5892, 3.9247], [-0.7151, 1.5391, 2.2845], [1.4017, -0.4265, 3.1036], [1.8504, 1.2734, 2.9495], [3.3613, -0.1284, 2.6869], [5.5514, -0.5595, 2.3982], [6.8177, -0.6363, 0.4335], [6.0358, -0.2945, -1.7584], [3.9149, 0.0544, -2.4812], [1.9387, -0.3827, -3.3926], [2.3995, 1.2916, -3.0399], [-0.4450, 0.2405, -3.2355], [0.3657, 1.3410, -4.3344], [-0.8969, 2.7594, -2.9169], [0.7244, 2.8450, -2.2068], [-1.1901, 4.1544, -1.4639], [-2.8917, 5.5355, -0.7668], [-4.8826, 4.9708, 0.3287], [-5.5748, 2.8401, 0.9992], [-4.3743, 0.8886, 1.0660], [-2.8767, -1.5029, 0.7171], [-3.3359, -0.3032, 1.9267], [-0.5977, -1.6181, 1.9433], [-1.9688, -2.1387, 2.8819], [0.2853, -7.0705, -0.8073], [-0.2055, -5.2747, -1.0355], [-1.3157, -4.9327, -1.8231], [-2.3323, -6.2715, -2.6583], [-1.6769, -3.5934, -1.9968], [-3.1597, -3.0482, -3.0122], [-0.9163, -2.6208, -1.3791], [-1.1168, -1.2879, -1.4113], [0.1659, -2.9630, -0.5658], [0.7188, -1.8892, 0.0302], [0.5443, -4.2800, -0.4008], [2.0366, -4.6377, 0.6815]],
  "forces_ev_per_angstrom": [[0.238, 0.928, 0.704], [0.043, 0.055, -0.241], [0.088, -0.231, 0.049], [-0.335, 0.139, 0.029], [-0.618, -0.247, -0.235], [0.155, -0.054, -0.297], [-0.113, -0.050, 0.059], [0.083, 0.038, -0.050], [-0.001, -0.003, 0.058], [-0.055, 0.029, 0.016], [-0.008, -0.060, -0.112], [-0.124, -0.053, 0.429], [-0.299, 0.181, -0.320], [-0.177, 0.149, -0.120], [0.076, 0.086, 0.254], [0.180, -0.181, -0.091], [-0.098, -0.163, -0.332], [-0.052, -0.441, 0.153], [-0.097, 0.242, 0.034], [0.155, -0.050, -0.102], [-0.157, -0.123, 0.078], [-0.029, 0.208, -0.062], [0.171, -0.136, 0.013], [0.029, 0.548, -0.119], [0.906, -0.213, 0.155], [0.249, -0.316, 0.189], [-0.124, 0.329, 0.118], [-0.015, -0.018, 0.012], [-0.017, 0.007, 0.030], [0.087, -0.006, -0.015], [-0.126, 0.162, 0.006], [0.023, -0.029, -0.036], [0.043, 0.002, -0.076], [-0.034, -0.027, -0.028], [0.001, 0.007, 0.001], [-0.002, -0.001, -0.005], [0.004, -0.004, 0.001], [0.013, -0.036, 0.022], [0.007, -0.056, 0.087], [0.044, -0.015, 0.022], [-0.089, -0.062, -0.135], [0.060, 0.046, 0.015], [-0.034, -0.021, 0.053], [-0.035, 0.074, 0.014], [-0.026, 0.023, 0.084], [-0.003, -0.002, -0.015], [-0.006, -0.003, -0.022], [0.005, -0.005, 0.011], [-0.012, 0.111, 0.015], [0.044, 0.028, -0.027], [0.018, -0.021, -0.053], [0.105, -0.209, -0.066], [-0.017, -0.019, -0.042], [-0.026, 0.116, -0.025], [0.062, -0.070, 0.034], [-0.049, -0.081, -0.056], [0.070, 0.121, 0.063], [-0.203, 0.117, -0.244], [0.114, 0.011, 0.058], [0.452, -0.417, 0.228], [0.005, -0.223, -0.146], [-0.406, -0.097, -0.446], [-0.261, -0.024, 0.290], [0.195, -0.028, 0.164], [-0.079, 0.035, -0.030]]
}

---

(3)
{
  "formula": "C28H26Cl2N4O12STi",
  "method": "the ωB97M-V functional and the def2-TZVPD basis",
  "charge": 0,
  "orbital_gap_ev": 6.360,
  "e_above_lowest_kcal_mol": 14.2,
  "lumo_ev": -1.55,
  "elements": ["Ti", "C", "N", "C", "C", "O", "C", "O", "C", "C", "O", "N", "C", "C", "H", "H", "H", "H", "H", "H", "H", "H", "H", "H", "H", "H", "H", "H", "H", "H", "O", "C", "C", "O", "C", "C", "O", "C", "O", "O", "Cl", "C", "C", "C", "Cl", "C", "C", "C", "C", "N", "C", "C", "O", "H", "H", "H", "H", "N", "C", "C", "C", "C", "C", "C", "S", "O", "O", "O", "H", "H", "H", "H", "H", "H"],
  "coordinates": [[0.1009, 0.0147, 0.3669], [-4.7780, 1.2004, 3.7069], [-3.8795, 1.4304, 2.5814], [-4.2853, 2.4660, 1.6397], [-2.7349, 0.7537, 2.3972], [-2.0211, 0.9408, 1.4121], [-2.3937, -0.2741, 3.4755], [-1.1349, -0.8628, 3.3111], [-0.0659, -0.4072, 4.0992], [0.9173, 0.3454, 3.2213], [0.4633, 0.9252, 2.2015], [2.1874, 0.3580, 3.5363], [3.1630, 0.9953, 2.6472], [2.7078, -0.4141, 4.6700], [-4.5289, 1.8358, 4.5601], [-5.7918, 1.4355, 3.3897], [-4.7754, 0.1606, 4.0207], [-4.6089, 3.3474, 2.1926], [-3.4484, 2.7336, 1.0063], [-5.1111, 2.1186, 1.0172], [-2.4914, 0.1835, 4.4636], [-3.1300, -1.0787, 3.4118], [-0.3961, 0.2633, 4.8999], [0.4089, -1.2740, 4.5580], [2.6505, 1.6185, 1.9246], [3.8469, 1.5945, 3.2449], [3.7207, 0.2215, 2.1191], [2.6178, -1.4845, 4.4749], [3.7588, -0.1694, 4.7843], [2.1968, -0.1486, 5.5937], [-0.5895, -5.2684, 3.2013], [-0.4055, -4.3185, 2.5047], [-1.4566, -3.6056, 1.6256], [-2.6245, -3.8782, 1.5401], [-0.7205, -2.4885, 1.0240], [0.5687, -2.4169, 1.4798], [1.2632, -1.3447, 1.1594], [0.8496, -3.4227, 2.4956], [1.7839, -3.4880, 3.2585], [-1.1664, -1.4880, 0.3024], [3.4127, 3.3668, -0.9819], [3.0604, 1.9038, -1.8256], [3.7347, 1.6047, -3.0313], [3.4583, 0.4627, -3.7262], [4.3311, 0.1158, -5.1661], [2.4744, -0.4535, -3.2594], [2.0674, -1.6422, -3.8971], [1.0970, -2.4113, -3.3061], [0.4973, -1.9930, -2.1140], [0.8409, -0.8719, -1.5072], [1.8287, -0.1240, -2.0661], [2.1155, 1.0481, -1.3467], [1.3879, 1.2034, -0.2269], [4.4799, 2.2946, -3.4012], [2.5078, -1.9168, -4.8445], [0.7557, -3.3245, -3.7722], [-0.3012, -2.5645, -1.6597], [-1.3415, 1.0414, -1.0234], [-1.0632, 1.0877, -2.4413], [-0.2254, 2.0722, -2.9349], [0.2315, 1.9833, -4.2433], [-0.1574, 0.9209, -5.0443], [-1.0852, 0.0003, -4.5682], [-1.5407, 0.0792, -3.2633], [0.6298, 0.6280, -6.6294], [1.2946, 1.8784, -6.9371], [-0.4541, 0.2450, -7.5094], [1.5419, -0.4686, -6.2966], [-1.3997, 1.9822, -0.6427], [-2.2402, 0.6132, -0.8231], [0.1147, 2.8742, -2.2863], [0.9179, 2.7173, -4.6483], [-1.4187, -0.7928, -5.2264], [-2.2206, -0.6701, -2.8685]],
  "forces_ev_per_angstrom": [[-0.044, 0.508, 0.246], [0.000, 0.015, -0.034], [-0.024, 0.012, 0.011], [-0.013, -0.029, 0.043], [-0.033, 0.016, 0.041], [0.107, -0.048, -0.093], [0.012, 0.002, -0.002], [-0.048, -0.022, -0.007], [-0.026, -0.008, 0.011], [0.002, -0.057, -0.183], [0.072, 0.036, -0.162], [0.133, 0.044, 0.055], [-0.012, -0.088, 0.074], [0.054, 0.010, -0.049], [0.008, 0.005, -0.009], [0.002, 0.014, -0.011], [0.009, -0.007, -0.002], [0.000, 0.000, 0.010], [0.040, -0.001, -0.011], [-0.009, -0.014, -0.009], [0.018, 0.016, 0.031], [-0.017, -0.037, -0.011], [-0.033, 0.012, 0.036], [-0.020, -0.024, -0.024], [-0.044, 0.028, -0.035], [0.000, 0.010, 0.010], [0.000, -0.016, -0.003], [0.010, 0.019, -0.003], [0.026, 0.020, 0.010], [-0.010, -0.008, 0.001], [0.022, -0.205, -0.052], [-0.127, 0.438, 0.297], [0.178, -0.176, -0.295], [-0.125, 0.009, 0.051], [-0.074, 0.008, -0.003], [0.022, -0.021, 0.046], [-0.180, -0.018, 0.120], [0.012, -0.155, -0.325], [0.104, 0.037, 0.144], [-0.013, -0.136, 0.046], [0.006, 0.014, 0.023], [0.028, 0.007, -0.103], [0.004, 0.090, 0.055], [0.092, -0.080, -0.159], [0.062, 0.029, 0.113], [-0.048, 0.015, 0.004], [0.141, -0.076, -0.054], [-0.039, -0.041, 0.009], [0.034, 0.026, 0.007], [0.015, -0.158, 0.092], [-0.043, -0.058, 0.008], [-0.065, -0.071, 0.166], [0.065, 0.069, 0.025], [-0.009, -0.006, -0.003], [-0.013, 0.001, 0.056], [0.009, 0.007, 0.007], [-0.001, -0.001, 0.000], [-0.015, -0.078, -0.035], [-0.033, 0.078, 0.060], [-0.013, 0.039, -0.019], [0.000, 0.054, -0.048], [-0.046, 0.013, 0.107], [0.003, 0.005, -0.016], [-0.008, -0.021, -0.059], [-0.112, 0.040, -0.028], [0.052, -0.028, -0.007], [0.046, -0.002, -0.003], [-0.131, 0.026, -0.088], [0.052, 0.032, 0.018], [-0.006, -0.105, -0.076], [-0.011, -0.014, -0.009], [-0.022, -0.034, -0.009], [0.011, 0.014, 0.004], [0.017, 0.025, 0.001]]
}

---

Q: Among the records above, which one has the lowest charge?
A: C28H26Cl2N4O12STi